1.
13
Properties=species:S:1:pos:R:3:forces:R:3 method="wB97M-V/def2-TZVPD" lumo_ev=-0.9 homo_ev=-8.998 gap_ev=8.14
O 1.998649 -0.506007 0.658216 -4.1 -0.4 -1.8
N 0.966816 -1.072948 1.622698 0.6 0.0 0.3
N 1.905811 0.339397 -1.719633 -1.7 4.6 5.0
N -1.651058 -0.654617 1.161005 1.7 -0.5 3.4
C -1.559841 0.130179 -0.142654 -2.5 1.4 -0.2
C 1.232750 -0.103853 -0.424331 -0.2 -1.5 -1.3
C -0.176778 -0.512652 -0.251342 4.2 3.7 -5.5
C -0.157762 -1.015746 0.954893 -1.8 0.5 4.9
H 2.504463 1.747944 -1.111495 -1.5 -4.0 -1.8
H -1.553085 1.407039 -0.227437 0.1 -3.7 0.8
H -1.972225 -0.356846 2.186981 1.1 -0.3 -3.3
H -2.551731 -0.245815 -0.657768 2.5 0.9 0.0
H 1.013991 0.843924 -2.049133 1.7 -0.7 -0.3

2.
72
Properties=species:S:1:pos:R:3:forces:R:3 method="wB97M-V/def2-TZVPD" lumo_ev="-10.8 / -10.6" s2=2.013 homo_ev="-15.694 / -15.693" gap_ev="4.94 / 5.11" total_charge=+3 multiplicity=3
Mo -0.192776 -0.073544 -0.436817 -0.2 0.1 0.0
S -4.167669 2.811178 3.954479 0.1 -0.1 -0.2
Si -1.144133 -1.627718 -3.374855 -0.1 -0.1 -0.2
O -0.851163 -0.488877 -2.049724 0.1 0.1 0.4
N 1.715634 -0.645205 -0.028210 -0.1 0.1 -0.1
N -1.528901 0.827233 0.871397 0.2 -0.1 -0.2
N 8.314502 -2.795006 0.990407 -0.1 0.0 0.0
N -0.438549 -4.582370 1.536045 0.0 0.0 0.0
N 0.995967 1.673293 -1.055600 0.0 -0.1 0.0
N -7.103961 5.473501 1.816350 -0.6 0.6 -0.4
N -0.449553 -2.052726 0.430978 0.1 -0.1 0.0
N 2.785262 3.648699 -1.781867 0.0 0.0 0.0
C 7.357889 -3.656443 0.658387 0.0 -0.1 0.0
C -7.417505 4.206920 2.031197 0.5 0.0 0.2
C 7.983512 -1.514174 1.122664 0.1 0.0 0.0
C -1.411414 0.591954 2.208400 0.0 0.0 0.2
C -2.497565 1.691989 0.466942 -0.2 0.1 0.0
C 4.318200 -1.493694 0.372347 0.1 0.0 0.0
C 3.228643 -2.335009 0.666633 0.0 0.0 0.0
C 3.206380 2.502412 -1.257090 0.0 0.0 0.0
C -6.532886 3.339101 2.663777 -0.1 -0.1 0.0
C -3.342953 2.320739 1.337533 0.1 0.0 -0.2
C -2.201104 1.200703 3.136598 0.2 -0.2 -0.1
C 1.485126 3.807525 -1.955447 0.0 0.0 0.0
C -3.210655 2.098143 2.721729 -0.2 0.1 0.3
C 0.524086 -2.394986 -3.617323 0.0 0.0 0.0
C 5.694716 -1.941976 0.584981 0.0 0.0 0.0
C 0.575565 2.817149 -1.589324 -0.1 0.0 0.0
C 2.746908 0.189364 -0.331910 0.1 0.0 0.0
C 0.697884 -3.935457 1.299263 0.0 0.0 0.0
C -5.303757 3.849648 3.057981 -0.1 0.0 0.0
C -2.415591 -2.829310 -2.768296 0.0 0.0 0.0
C 4.043986 -0.210342 -0.135593 0.0 0.0 0.0
C -5.943959 5.974229 2.207094 0.1 -0.5 0.2
C 1.947160 -1.893384 0.462464 0.0 -0.1 0.0
C 6.698367 -1.033039 0.919949 0.0 0.0 0.0
C 6.035510 -3.288582 0.457649 0.0 0.0 0.0
C 0.717698 -2.665981 0.743864 0.0 0.0 0.0
C -1.572299 -3.978463 1.224189 0.0 0.0 0.0
C 2.327914 1.495229 -0.892179 0.1 0.0 0.0
C -1.725967 -0.556754 -4.754621 0.0 0.0 0.0
C -4.992738 5.185566 2.846228 0.1 0.1 0.0
C -1.588783 -2.701702 0.666123 0.0 0.1 0.0
H 3.412436 -3.316538 1.077652 0.0 0.0 0.0
H -5.767475 7.026754 2.017479 0.0 0.0 0.0
H -1.915783 -1.174131 -5.636487 0.0 0.0 0.0
H 0.858197 -2.929852 -2.723418 0.0 0.0 0.0
H -2.659948 -0.048885 -4.508575 0.0 0.0 0.0
H 4.864791 0.439139 -0.400949 0.0 0.0 0.0
H 1.277418 -1.652873 -3.889320 0.0 0.0 0.0
H -2.035415 -3.489724 -1.986834 0.0 0.0 0.0
H -0.488659 2.947316 -1.732640 0.0 0.0 0.0
H -2.513191 -2.204137 0.404300 0.0 0.0 0.0
H -4.101285 2.986804 0.950041 0.0 0.0 0.0
H 4.276182 2.395716 -1.131239 0.0 0.0 0.0
H -2.712265 -3.470634 -3.602918 0.0 0.0 0.0
H -4.057847 5.614700 3.181307 0.0 0.0 0.0
H -2.495872 -4.510742 1.416318 0.0 0.0 0.0
H -8.395474 3.873639 1.703417 0.0 0.0 0.0
H -0.645819 -0.112182 2.514782 0.0 0.0 0.0
H -0.982342 0.190976 -5.033855 0.0 0.0 0.0
H -2.053523 0.981844 4.185963 0.0 0.0 0.0
H 7.660225 -4.690456 0.546712 0.0 0.0 0.0
H 0.485036 -3.126843 -4.427685 0.0 0.0 0.0
H 8.781761 -0.838411 1.404092 0.0 0.0 0.0
H -3.322095 -2.333381 -2.415306 0.0 0.0 0.0
H 1.143709 4.737462 -2.393158 0.0 0.0 0.0
H -2.585383 1.854213 -0.600973 0.0 0.0 0.0
H 1.611361 -4.451574 1.566407 0.0 0.0 0.0
H 5.313714 -4.038728 0.162003 0.0 0.0 0.0
H 6.493887 0.018837 1.071146 0.0 0.0 0.0
H -6.813384 2.311870 2.854914 0.0 0.0 0.0

3.
73
Properties=species:S:1:pos:R:3:forces:R:3 method="wB97M-V/def2-TZVPD" lumo_ev="-2.9 / -3.6" s2=6.161 homo_ev="-9.285 / -10.823" gap_ev="6.43 / 7.18" total_charge=+1 multiplicity=5
Mn -0.136354 0.054247 1.124213 0.2 -0.3 3.9
P -1.831128 -0.216467 -0.171638 -0.8 -0.5 -0.1
P 1.753455 0.714942 0.145474 0.8 0.0 -0.5
O -0.951883 2.668571 0.463621 0.7 -1.0 1.6
C -1.880268 -1.850299 -0.971532 0.0 -0.1 -0.4
C -1.706806 0.140725 -3.151496 -0.9 1.5 -1.1
C -0.551364 2.222237 -3.955421 1.1 0.5 -0.4
C 2.963644 -0.457388 -0.574427 0.5 0.0 0.2
C -2.146097 -2.495101 2.126681 -0.3 -0.1 0.0
C -0.790055 -0.615980 3.264937 0.3 -1.6 -0.4
C 2.369938 2.394320 -0.137119 0.0 0.3 -0.3
C 0.368540 -0.615912 -4.489640 -0.9 -0.3 -0.4
C 1.264974 0.265989 4.635590 0.2 0.6 0.1
C 0.146536 0.411660 -0.783085 0.1 0.2 -1.2
C -0.597058 1.944858 1.412508 -1.0 2.2 -1.5
C 1.190728 -0.203547 -3.310379 1.6 1.2 -0.8
C 1.332063 -1.108227 2.490616 -0.8 -1.1 1.2
C 0.954166 2.313874 -3.596532 0.1 0.4 -0.5
C 2.806506 -1.326361 2.552424 0.3 0.1 0.0
C 1.554853 1.070267 -3.025279 0.7 -1.4 -1.4
C -1.146763 -0.781571 -4.179585 0.1 -0.4 -0.9
C -1.344897 1.429402 -2.971291 -1.5 -0.7 -1.0
C -0.928173 -1.637964 2.251496 1.1 -0.4 1.5
C -3.250148 0.827207 -0.540563 -0.4 0.4 -0.3
C 0.403833 -1.955538 1.767507 -0.7 0.7 0.9
C 0.791313 -3.202364 1.046493 0.3 -0.3 -0.3
C 0.601476 -0.357443 3.456961 0.5 -1.2 -1.0
C -1.864864 -0.320390 4.254967 -0.4 0.3 0.1
C -0.540674 2.546215 2.784266 -0.1 0.3 0.9
H 2.547739 2.593935 -1.196910 0.0 0.1 0.3
H 0.741955 -1.598195 -4.828938 -0.1 0.4 0.1
H -0.662911 1.873193 -4.995916 -0.1 -0.2 0.6
H -1.477128 3.090545 2.981877 0.4 0.2 -0.3
H -2.854472 -0.400488 3.789708 0.2 0.1 0.2
H -2.106200 -3.140167 1.245354 -0.1 0.1 0.2
H 1.547640 2.584517 -4.492395 -0.3 0.1 0.3
H 3.745968 -0.639309 0.175606 -0.2 0.0 -0.3
H 0.204547 -0.397931 -1.497347 0.3 0.3 0.2
H 3.451599 -0.057943 -1.472797 -0.2 -0.1 0.2
H 1.123875 -3.976236 1.765089 -0.1 0.4 -0.3
H -0.068463 1.358386 -1.267966 -0.2 -0.4 0.2
H 0.555113 0.733428 5.325929 0.1 0.0 -0.2
H -1.217683 -2.540386 -0.442467 -0.3 0.3 0.0
H 3.349891 -0.372403 2.628799 0.0 -0.3 0.0
H -1.518196 -1.784916 -1.999930 -0.2 -0.2 0.3
H -1.779790 0.672541 4.714296 0.0 -0.2 -0.1
H -3.063885 -1.891007 2.077295 0.2 -0.2 0.0
H 3.180062 -1.875012 1.678747 -0.1 0.1 0.4
H 3.062918 -1.920603 3.447490 -0.1 0.2 -0.3
H 2.477906 -1.412095 -0.823558 0.2 0.4 0.2
H 1.640054 3.117606 0.243998 0.2 -0.2 -0.1
H -3.549113 0.830908 -1.588934 0.0 0.0 0.2
H -1.729642 -0.658663 -5.113603 0.2 -0.1 0.2
H 1.810502 -0.500903 5.210060 -0.2 0.2 -0.2
H 1.096362 3.158773 -2.899835 0.0 -0.4 -0.1
H -0.039588 -3.638823 0.477514 0.3 0.1 0.2
H -2.681484 -0.192908 -2.792424 0.6 -0.1 0.5
H -0.434728 1.820634 3.591130 0.1 0.2 -0.4
H 0.324033 3.225720 2.860346 -0.4 0.0 -0.2
H -1.805456 2.033992 -2.188397 -0.1 -0.2 -0.2
H 1.627897 -3.023146 0.356600 -0.2 -0.2 0.1
H -1.329500 -1.833429 -3.899356 0.0 0.4 0.0
H -0.948623 3.252022 -3.976490 0.1 -0.4 0.1
H -1.830572 -1.059462 5.074048 0.0 0.2 -0.3
H -4.096347 0.472138 0.064936 0.3 0.1 -0.1
H -3.002833 1.854122 -0.246794 -0.1 -0.3 0.0
H -2.228709 -3.157457 3.006448 0.0 0.3 -0.3
H 2.001702 1.019113 4.320087 -0.1 -0.1 0.2
H 1.685496 -1.038984 -2.805450 0.1 0.4 -0.2
H 3.314592 2.514705 0.414377 -0.3 -0.1 -0.1
H 2.507079 1.231536 -2.514991 -0.7 -0.1 0.3
H -2.905019 -2.247817 -0.972539 0.3 0.1 0.0
H 0.497923 0.060485 -5.352435 0.1 -0.1 0.6